Molecular formula: C74H70ClIN2O2P2TeTi
Method: DFT, the ωB97M-V functional and the def2-TZVPD basis

Computed properties:
LUMO (spin up / spin down) ... 0.06113 / 0.06127 Eh
2S+1 ... 2
Energy above the lowest of the compared OMol25 structures with the same formula, charge and spin ... 14.0 kcal/mol
Charge ... -1

Cartesian coordinates (Å):
1 Ti -0.382066 -1.633558 0.019058
2 I 1.818234 -0.318058 1.560958
3 C 2.858434 1.486042 2.183458
4 C 4.168234 1.527642 1.704958
5 C 5.027934 2.544742 2.071958
6 C 4.585734 3.519942 2.939558
7 C 3.260634 3.521942 3.417658
8 C 2.860034 4.540442 4.301358
9 C 1.563034 4.612142 4.766658
10 C 0.643334 3.679542 4.339458
11 C 0.990134 2.617742 3.490758
12 P -0.448666 1.562742 3.026758
13 C -1.501366 3.003142 2.506858
14 C -2.782966 3.318042 2.945758
15 C -3.471466 4.397542 2.415858
16 C -2.899966 5.179342 1.428358
17 C -1.620066 4.884742 0.987958
18 C -0.934566 3.814442 1.525058
19 C -1.131066 1.265342 4.714158
20 C -2.451566 0.848842 4.857858
21 C -3.001766 0.642242 6.109758
22 C -2.221766 0.781142 7.243458
23 C -0.882566 1.103442 7.109158
24 C -0.343866 1.346942 5.859558
25 C 2.325134 2.500442 3.015658
26 H 4.512334 0.736242 1.056958
27 H 6.041134 2.553542 1.696158
28 H 5.252834 4.305642 3.265558
29 H 3.588134 5.282042 4.600058
30 H 1.262334 5.397342 5.447558
31 H -0.382166 3.759042 4.675358
32 H -3.257766 2.739242 3.722458
33 H -4.466066 4.628942 2.780258
34 H -3.442966 6.015242 1.010358
35 H -1.156066 5.494342 0.224858
36 H 0.072634 3.610942 1.192758
37 H -3.040566 0.656942 3.975358
38 H -4.040166 0.350942 6.203658
39 H -2.647366 0.607942 8.222258
40 H -0.251366 1.165442 7.985758
41 H 0.702034 1.603542 5.778058
42 C -2.694166 -2.675858 7.544458
43 C -3.326666 -2.602458 6.313958
44 C -2.595466 -2.314458 5.179758
45 C -1.217766 -2.111458 5.245058
46 C -0.604866 -2.135958 6.490458
47 C -1.335966 -2.428758 7.627658
48 P -0.303966 -1.775158 3.680458
49 C 1.317334 -2.503058 4.181058
50 C 1.733834 -3.807758 3.950158
51 C 3.002734 -4.212158 4.333958
52 C 3.868434 -3.324758 4.948058
53 C 3.468334 -2.016358 5.165658
54 C 2.207534 -1.610158 4.775158
55 C -1.114766 -3.114258 2.718758
56 C -1.425666 -4.313258 3.365158
57 C -2.253466 -5.237958 2.761458
58 C -2.804566 -4.930058 1.526358
59 C -2.445266 -3.762858 0.872258
60 C -1.556266 -2.807758 1.410158
61 H -3.260666 -2.922458 8.431858
62 H -4.393466 -2.777758 6.241958
63 H -3.095366 -2.277858 4.221158
64 H 0.455034 -1.946658 6.571058
65 H -0.837466 -2.475158 8.585958
66 H 1.083734 -4.513658 3.450758
67 H 3.320234 -5.227358 4.137458
68 H 4.857334 -3.646558 5.243558
69 H 4.144734 -1.307258 5.620058
70 H 1.902234 -0.580458 4.907258
71 H -1.030966 -4.518758 4.354258
72 H -2.473566 -6.179758 3.248958
73 H -3.516466 -5.609058 1.069758
74 H -2.893466 -3.605958 -0.105942
75 O -2.381766 -0.007058 1.744658
76 C -3.595666 0.464642 1.224758
77 C -4.181766 -0.379058 0.089958
78 C -3.177066 -0.700258 -1.032442
79 C -2.189166 0.414342 -1.236842
80 C -2.514466 1.479842 -2.046442
81 C -1.651366 2.569542 -2.176942
82 C -0.488966 2.529442 -1.410842
83 C -0.221866 1.426142 -0.633542
84 N -1.018566 0.333042 -0.541642
85 H -2.385766 -0.989058 1.807458
86 H -3.392966 1.481642 0.874258
87 H -4.358166 0.528342 2.022458
88 H -5.026166 0.180742 -0.317442
89 H -4.561366 -1.318558 0.502058
90 H -3.734166 -0.886658 -1.956042
91 H -2.620266 -1.606358 -0.777442
92 H -3.460866 1.476642 -2.569642
93 H -1.879266 3.400742 -2.822942
94 H 0.208934 3.353142 -1.430642
95 H 0.691434 1.414942 -0.054342
96 Cl 2.356134 -2.974958 -0.622842
97 C 0.999534 -3.172858 0.502258
98 H 1.464534 -3.200158 1.497758
99 H 0.597034 -4.178758 0.299958
100 C -1.352766 5.592442 -6.726142
101 C -0.844766 4.292742 -6.172842
102 C -1.646166 3.165942 -6.116342
103 C -1.188066 1.982642 -5.542042
104 C -2.116166 0.802142 -5.490742
105 C 0.108834 1.903742 -5.042142
106 Te 0.720534 0.364342 -3.441942
107 N 0.479934 -1.263758 -2.041842
108 C -0.257266 -2.277858 -2.338842
109 O -0.955366 -2.823558 -1.403542
110 C -0.342066 -2.881258 -3.689342
111 C -1.584266 -3.130158 -4.271642
112 C -1.661666 -3.797358 -5.478042
113 C -0.504766 -4.243358 -6.100042
114 C 0.733234 -4.006258 -5.516842
115 C 0.821134 -3.326958 -4.317042
116 C 2.284034 -0.543058 -4.579842
117 C 3.520734 -0.737458 -3.963542
118 C 3.771234 -0.345658 -2.538742
119 C 4.555834 -1.310658 -4.693542
120 C 4.389734 -1.700658 -6.012342
121 C 5.509934 -2.334458 -6.785042
122 C 3.149434 -1.506558 -6.604642
123 C 2.094934 -0.941958 -5.903642
124 C 0.762734 -0.794058 -6.566842
125 C 0.930634 3.029042 -5.118542
126 C 2.330034 2.983242 -4.585842
127 C 0.448934 4.203342 -5.677842
128 H -2.391566 5.508142 -7.036942
129 H -0.760366 5.905042 -7.585542
130 H -1.278166 6.373742 -5.970242
131 H -2.656266 3.207942 -6.505842
132 H -2.084866 0.244742 -6.427742
133 H -3.142766 1.127142 -5.328642
134 H -1.821166 0.128542 -4.681842
135 H -2.478066 -2.789858 -3.764142
136 H -2.624166 -3.981758 -5.935642
137 H -0.571166 -4.788658 -7.030942
138 H 1.631934 -4.361858 -6.001642
139 H 1.777534 -3.159058 -3.841742
140 H 2.838534 -0.283058 -1.975842
141 H 4.277734 0.620042 -2.498942
142 H 4.404534 -1.082458 -2.049642
143 H 5.513334 -1.458658 -4.213242
144 H 6.387934 -2.464958 -6.156242
145 H 5.783234 -1.716758 -7.641342
146 H 5.200434 -3.309658 -7.161742
147 H 2.997134 -1.808458 -7.633242
148 H 0.666034 -1.475758 -7.409142
149 H 0.625534 0.227042 -6.922942
150 H -0.030866 -1.010858 -5.850242
151 H 2.309534 2.905942 -3.497142
152 H 2.881634 3.880342 -4.861042
153 H 2.862734 2.112742 -4.967442
154 H 1.089734 5.075342 -5.714342

Forces on atoms 1 to 3 (eV/Å):
Ti 0.325 -0.098 -1.120
I 1.758 0.483 0.220
C 0.344 -0.645 -1.004

Löwdin atomic charge list, values in e, 2 entries: Ti 0.693; I 1.259